Record 1
DFT (ωB97M-V/def2-TZVPD) results for C4H9N5 in the gas phase at a distorted geometry.

Summary:
**Kohn-Sham gap**: 9.74 eV
**E_tot**: -431.42055 Ha
**LUMO level**: 0.23 eV
**ΔE to the lowest compared entry with this formula, charge and spin**: 117.2 kcal per mole

XYZ file:
```
18
C4H9N5 (ωB97M-V/def2-TZVPD)
C -1.36395 -0.00958 -0.07723
C 0.84856 -1.46809 -0.10963
C 0.79357 0.65128 1.26870
C 1.02960 0.72841 -1.09699
N -2.08543 -1.05530 0.07556
N -1.98143 1.16595 -0.18730
N -3.33958 -0.56339 0.00587
N -3.23532 0.73875 -0.10326
N 0.44931 -0.06725 0.03604
H 1.86574 -1.45982 -0.05226
H 0.24563 -1.94958 0.70015
H 0.67674 -1.78448 -1.04392
H 1.74808 0.97049 1.07227
H 0.19084 1.37908 1.58598
H 0.74120 -0.02719 2.06552
H 0.54563 0.34261 -2.09853
H 0.66962 1.69448 -0.85122
H 2.20120 0.71363 -1.18976
```

Atom charges from the natural (NBO) analysis, given in e for atoms 1 to 2:
1. C 0.4488
2. C -0.3900

=====

Record 2
DFT (ωB97M-V/def2-TZVPD) results for a molecular structure, C15H28CuN4O3S.

Summary:
**Net charge**: +1
**Kohn-Sham gap**: 7.68 eV
**E_tot**: -3071.59441 Ha
**LUMO level**: -1.98 eV
**ΔE to the lowest compared entry with this formula, charge and spin**: 5.3 kcal per mole

XYZ file:
```
52
C15H28CuN4O3S (ωB97M-V/def2-TZVPD)
Cu -0.67086 -0.40721 0.57730
C -0.91744 -3.39399 1.30931
C 0.48605 -2.84878 1.68165
N 0.41160 -1.48546 2.19918
C -0.23071 -1.31756 3.50272
C -1.15071 -0.07453 3.53934
N -1.89265 0.12456 2.30116
C -3.15797 -0.57770 2.13510
C -2.94166 -2.07619 1.88944
N -1.85109 -2.32648 0.94062
H -1.32113 -3.96424 2.14816
H -0.79575 -4.09534 0.48374
H 1.09750 -2.80437 0.77929
H 0.95944 -3.54590 2.38448
H 1.32195 -1.04626 2.18320
H 0.50702 -1.21711 4.30323
H -0.80802 -2.21498 3.72193
H -0.52594 0.80773 3.68365
H -1.81974 -0.16610 4.40441
H -2.01869 1.10714 2.10353
H -3.65818 -0.13660 1.27102
H -3.82202 -0.45889 3.00233
H -3.88339 -2.51493 1.54995
H -2.69852 -2.54939 2.83995
H -2.21210 -2.45971 0.00742
N 4.44644 -0.09859 -0.93858
C 3.22331 -0.63138 -1.53930
C 2.00231 -0.19546 -0.72331
O 0.90189 -0.67806 -0.88247
O 2.25262 0.74321 0.16581
H 5.10964 0.23927 -1.62167
H 4.91513 -0.79368 -0.37175
H 3.22994 0.89941 0.09759
H 3.20598 -1.71719 -1.63130
H 3.07961 -0.21867 -2.53898
C -1.43429 4.08179 -1.00084
S -0.27530 2.77300 -0.50784
O -1.15313 1.66366 -0.00379
C 0.20172 2.31437 -2.18722
C 1.35465 2.84848 -2.74112
C 1.72425 2.46689 -4.02351
C 0.94828 1.55675 -4.72810
C -0.19726 1.01890 -4.15486
C -0.57138 1.39459 -2.87430
H -2.09723 3.71074 -1.77883
H -0.84976 4.92713 -1.36358
H -2.00267 4.36969 -0.11835
H 1.95571 3.55472 -2.17869
H 2.61503 2.88009 -4.47896
H 1.24182 1.26279 -5.72726
H -0.79392 0.30174 -4.70252
H -1.44043 0.96809 -2.38836
```

Atom charges from the natural (NBO) analysis, given in e for atoms 1 to 2:
1. Cu 0.8577
2. C -0.2335

=====

Record 3
DFT (ωB97M-V/def2-TZVPD) results for a molecular structure, C31H32AsN4S3Ti.

Summary:
**Net charge**: -1
**Kohn-Sham gap (spin up / spin down)**: 5.43 / 6.99 eV
**E_tot**: -5699.39762 Ha
**LUMO level (spin up / spin down)**: 2.28 / 2.24 eV
**ΔE to the lowest compared entry with this formula, charge and spin**: 0.0 kcal per mole
**Spin multiplicity**: 3

XYZ file:
```
72
C31H32AsN4S3Ti (ωB97M-V/def2-TZVPD)
Ti 1.14618 -0.71379 -0.94255
C 5.49563 -1.87889 -0.72602
C 5.53218 -2.50314 0.51929
C 4.38162 -2.58602 1.28007
C 3.17813 -2.04620 0.80273
C 3.11601 -1.41069 -0.45403
C 4.30300 -1.34507 -1.19078
C 1.92770 -2.10931 1.57286
C 1.77501 -2.80915 2.75859
C 0.56719 -2.86502 3.42958
C -0.55182 -2.16274 2.88941
C -1.79663 -2.10711 3.53205
C -2.83921 -1.35489 3.02399
C -2.65702 -0.63619 1.84656
C -1.44364 -0.69659 1.17708
C -0.38168 -1.45995 1.67100
N 0.85294 -1.41419 1.00745
H 6.39616 -1.81333 -1.32634
H 6.45844 -2.92556 0.89088
H 4.42885 -3.07662 2.24510
H 4.29801 -0.86351 -2.16478
H 2.62562 -3.34804 3.15216
H 0.45658 -3.42360 4.34987
H -1.91866 -2.65860 4.45809
H -3.78693 -1.31272 3.54617
H -3.43817 0.00278 1.45804
H -1.31702 -0.11010 0.26765
S 0.90975 -2.89486 -2.10320
C -0.48269 -2.74712 -3.12554
C -0.96471 -3.93472 -3.77386
N -1.34105 -4.89422 -4.28664
C -1.10020 -1.55819 -3.35656
S -0.53731 -0.07024 -2.64102
C -2.24151 -1.45391 -4.21201
N -3.18643 -1.30431 -4.85620
C 1.01033 0.81182 3.52377
N 0.94285 1.26284 2.11940
C -0.06512 2.33635 1.92648
C 2.32250 1.54897 1.57330
C 2.24846 2.21388 0.23422
C 2.65708 3.54448 0.16158
C 2.58192 4.23826 -1.03357
C 2.08144 3.57482 -2.14328
C 1.66264 2.25294 -2.04683
C 1.71813 1.49624 -0.85850
H 0.03199 0.44468 3.82695
H 1.31543 1.65381 4.14332
H 1.73262 0.00033 3.59342
H 0.65370 0.44530 1.55266
H 0.25603 3.22844 2.46402
H -1.01647 1.97371 2.30933
H -0.16497 2.55239 0.86718
H 2.79152 0.56487 1.48749
H 2.85489 2.14046 2.32032
H 3.04422 4.03495 1.05065
H 2.90460 5.27016 -1.09668
H 2.01088 4.08818 -3.09586
H 1.28436 1.79354 -2.95207
C -6.07457 1.84148 -1.92797
As -4.17924 1.49950 -1.73722
C -3.47012 1.95549 -3.46573
C -4.09680 -0.41720 -1.57063
S -3.38264 2.58490 -0.14264
H -6.48146 1.26626 -2.75944
H -6.21142 2.90693 -2.10235
H -6.57099 1.56475 -0.99992
H -3.92591 1.31940 -4.22397
H -2.39576 1.79047 -3.44893
H -3.69276 3.00559 -3.64899
H -4.45688 -0.86854 -2.49456
H -4.71805 -0.71605 -0.72816
H -3.06671 -0.71857 -1.39588
```

Atom charges from the Löwdin analysis, given in e for atoms 1 to 2:
1. Ti 0.5627
2. C -0.1131

=====

Record 4
DFT (ωB97M-V/def2-TZVPD) results for a gas-phase ion, HINO (charge -1) at a distorted geometry.

Summary:
**Net charge**: -1
**Kohn-Sham gap (spin up / spin down)**: 6.97 / 6.97 eV
**E_tot**: -428.23689 Ha
**LUMO level (spin up / spin down)**: 3.68 / 3.68 eV
**ΔE to the lowest compared entry with this formula, charge and spin**: 28.5 kcal per mole
**Structure (SMILES)**: [O-]NI

XYZ file:
```
4
HINO (ωB97M-V/def2-TZVPD)
O -0.95683 -0.49595 -1.05223
N -0.48528 0.28423 0.03669
I 1.77902 0.65365 0.34112
H -0.33691 -0.44193 0.67442
```

Atom charges from the natural (NBO) analysis, given in e for atoms 1 to 2:
1. O -0.6187
2. N -0.2828

=====

Record 5
DFT (ωB97M-V/def2-TZVPD) results for a molecular structure, C7H9Cl2MnNO.

Summary:
**Net charge**: +2
**Kohn-Sham gap (spin up / spin down)**: 7.71 / 8.11 eV
**E_tot**: -2472.82794 Ha
**LUMO level (spin up / spin down)**: -9.46 / -9.06 eV
**Spin multiplicity**: 2

XYZ file:
```
21
C7H9Cl2MnNO (ωB97M-V/def2-TZVPD)
Mn 1.33729 -0.16485 0.69654
Cl 1.02682 -0.54849 3.00215
C 2.80732 -0.65310 3.25586
Cl 3.53727 -0.40247 1.64386
H 3.05138 -1.64552 3.61981
H 3.11288 0.14360 3.92581
O 1.76390 0.13687 -1.15408
C 0.68201 0.33783 -2.11271
C -0.60415 0.25093 -1.34625
C -1.82840 0.39956 -1.97018
C -2.97930 0.30864 -1.20745
C -2.87556 0.07145 0.15934
C -1.62523 -0.06600 0.71261
N -0.49837 0.02145 -0.02504
H 2.62572 0.18247 -1.59387
H 0.74587 -0.43671 -2.87750
H 0.80598 1.31617 -2.57787
H -1.87640 0.58328 -3.03532
H -3.94991 0.42129 -1.67171
H -3.75316 -0.00534 0.78468
H -1.50598 -0.25106 1.77132
```

Atom charges from the natural (NBO) analysis, given in e for atoms 1 to 2:
1. Mn 1.2099
2. Cl 0.0909

=====

Record 6
DFT (ωB97M-V/def2-TZVPD) results for C6H6O2 in the gas phase at a distorted geometry.

Summary:
**Kohn-Sham gap**: 9.42 eV
**E_tot**: -382.51310 Ha
**LUMO level**: 0.18 eV
**ΔE to the lowest compared entry with this formula, charge and spin**: 108.3 kcal per mole
**Structure (SMILES)**: C=C1O[C@@H]2C[C@@H]2C1=O

XYZ file:
```
14
C6H6O2 (ωB97M-V/def2-TZVPD)
C -2.10234 -0.84064 0.16803
C -0.85084 -0.55046 -0.19727
O 0.20950 -1.29563 -0.92831
C 1.39954 -0.45629 -0.56438
C 1.24945 0.19675 0.90314
C 0.83978 0.92817 -0.43982
C -0.60014 0.80870 -0.33502
O -1.30066 1.78599 -0.59480
H -2.91032 -0.22180 0.87473
H -2.49095 -1.76615 0.05990
H 2.37005 -0.60242 -1.23667
H 2.13580 0.66543 1.64213
H 0.49820 -0.25639 1.56215
H 1.55293 1.60474 -0.91381
```

Atom charges from the natural (NBO) analysis, given in e for atoms 1 to 2:
1. C -0.3256
2. C 0.1289

=====

Record 7
DFT (ωB97M-V/def2-TZVPD) results for C5H7N in the gas phase at a distorted geometry.

Summary:
**Kohn-Sham gap (spin up / spin down)**: 7.94 / 7.88 eV
**E_tot**: -249.33015 Ha
**LUMO level (spin up / spin down)**: -0.17 / -0.49 eV
**ΔE to the lowest compared entry with this formula, charge and spin**: 89.8 kcal per mole
**Structure (SMILES)**: CC1=C=NCC1

XYZ file:
```
13
C5H7N (ωB97M-V/def2-TZVPD)
C -1.69756 -0.99213 0.21492
C -0.64412 -0.06302 -0.26993
C -0.67662 1.28171 -0.37135
N 0.35368 2.00942 -0.38883
C 1.38333 1.06993 0.16216
C 0.86302 -0.31892 -0.40696
H -1.29051 -1.66913 0.97569
H -2.52449 -0.42349 0.65274
H -2.11314 -1.61926 -0.58437
H 1.40108 1.05207 1.25901
H 2.36245 1.38288 -0.21143
H 1.16308 -1.19017 0.19118
H 1.24167 -0.47612 -1.42643
```

Atom charges from the natural (NBO) analysis, given in e for atoms 1 to 2:
1. C -0.6480
2. C -0.0508

=====

Record 8
DFT (ωB97M-V/def2-TZVPD) results for a molecular structure, C39H38LuN7S3 at a distorted geometry.

Summary:
**Kohn-Sham gap**: 6.65 eV
**E_tot**: -4322.35238 Ha
**LUMO level**: -0.44 eV
**ΔE to the lowest compared entry with this formula, charge and spin**: 0.0 kcal per mole

XYZ file:
```
88
C39H38LuN7S3 (ωB97M-V/def2-TZVPD)
Lu -1.25834 -0.72926 -0.39572
C -6.62356 -2.02466 0.83970
S -5.34725 -2.66697 1.92973
C -3.94295 -1.65521 1.57840
S -3.95195 -0.35562 0.48480
N -2.92582 -2.03992 2.31059
N -1.76128 -1.38280 1.95351
C -0.95432 -1.19803 2.92620
C 0.39441 -0.66881 2.71542
C 1.24329 -0.52535 3.80958
C 2.54538 -0.10691 3.60039
C 2.95385 0.15418 2.30411
C 2.03345 0.00046 1.27821
N 0.77619 -0.39387 1.46135
H -7.57829 -2.18651 1.33759
H -6.62025 -2.53790 -0.11967
H -6.47887 -0.96015 0.67179
H -1.25693 -1.47717 3.93364
H 0.87912 -0.75497 4.80185
H 3.22795 0.00435 4.43322
H 3.96313 0.46945 2.07481
H 2.33842 0.19056 0.25766
C -0.83147 -2.36304 -2.39727
C -1.11807 -3.13179 -1.23371
C -2.50597 -3.04680 -0.99999
C -3.07431 -2.25458 -2.01692
C -2.05263 -1.84063 -2.87491
H 0.12552 -2.33019 -2.89891
H -0.43442 -3.79080 -0.72473
H -3.02126 -3.57743 -0.21267
H -4.11599 -1.98944 -2.09885
H -2.16844 -1.20882 -3.74089
C -2.54013 3.39751 1.54119
C -1.91085 4.29588 0.70133
C -0.85527 3.85274 -0.07834
C -0.49787 2.51581 -0.00736
N -1.13046 1.63062 0.76761
C -2.11825 2.07669 1.54052
C 0.61011 1.99045 -0.84348
C 1.70781 2.78533 -1.15672
C 2.70257 2.27861 -1.97360
C 2.56649 0.99434 -2.47230
C 1.45545 0.25927 -2.09438
N 0.51025 0.72934 -1.27994
H -3.36419 3.69333 2.17477
H -2.23687 5.32636 0.64520
H -0.34851 4.51832 -0.76231
H -2.60742 1.33981 2.16054
H 1.77829 3.78336 -0.74853
H 3.56794 2.88048 -2.21801
H 3.30088 0.55797 -3.13449
H 1.29892 -0.74517 -2.46159
S 5.82302 -3.81830 2.07533
C 4.18588 -3.55401 1.41554
C 3.98991 -3.12339 0.10999
C 2.69551 -2.86359 -0.30968
N 1.63153 -2.99236 0.47676
C 1.82131 -3.47635 1.69794
C 3.07569 -3.77076 2.21613
C 6.28598 -2.10353 2.23537
C 6.82239 -1.39067 1.17185
C 7.12405 -0.04893 1.35400
N 6.94641 0.60046 2.50164
C 6.46129 -0.10032 3.52297
C 6.11448 -1.44081 3.44269
H 4.82532 -2.98573 -0.56254
H 2.50963 -2.51499 -1.32022
H 0.93196 -3.59939 2.30780
H 3.18296 -4.12621 3.23172
H 7.00794 -1.87105 0.22101
H 7.53390 0.52923 0.53324
H 6.33617 0.43711 4.45696
H 5.71052 -1.95866 4.30232
C -4.02168 2.02840 -4.55663
C -3.58279 2.68734 -3.24314
C -2.67905 3.88823 -3.55239
C -4.82157 3.17023 -2.47665
C -2.85147 1.71117 -2.41759
C -2.26936 0.88217 -1.73985
H -4.58086 2.73882 -5.17149
H -4.65660 1.16475 -4.35641
H -3.15444 1.68568 -5.12303
H -3.21063 4.62101 -4.16556
H -1.78491 3.56877 -4.09040
H -2.36548 4.37484 -2.62689
H -5.40005 3.86984 -3.08625
H -4.52590 3.67215 -1.55339
H -5.45827 2.32648 -2.20951
```

Atom charges from the Löwdin analysis, given in e for atoms 1 to 2:
1. Lu 1.4701
2. C -0.4388